1) Molecular formula: C42H108N6O15
Method: DFT, wB97M-V/def2-TZVPD

```
171
Properties=species:S:1:pos:R:3:lowdin_charge:R:1
C 5.046 1.738 0.250 -0.16
C -0.166 6.769 0.824 -0.25
H -2.942 4.871 -4.899 0.10
C -3.636 -1.246 0.770 -0.25
H 1.897 -1.708 -3.706 0.09
H -2.699 -3.177 7.048 0.13
C -2.112 2.798 4.643 -0.19
C -5.347 -2.636 -2.166 -0.23
N -4.673 -1.316 -0.179 -0.05
H -2.916 3.474 -3.745 0.07
O 3.572 -0.601 -3.684 -0.17
H -0.455 0.322 2.175 0.05
H -0.855 -1.406 1.808 0.06
O -3.414 1.090 0.530 -0.17
H 4.202 -1.380 -1.207 0.09
C 1.065 -5.257 -5.378 -0.21
H -5.126 5.114 2.664 0.06
H -7.381 -2.804 -3.921 0.06
H -2.828 2.746 5.462 0.12
O -1.186 3.949 -4.691 -0.20
C 0.809 2.910 1.958 -0.07
N 4.148 -2.173 -0.573 -0.05
H -1.752 -0.843 -2.982 0.09
C -2.012 -4.641 5.759 -0.12
H 0.273 -5.032 -7.870 0.09
H -4.459 0.194 2.161 0.13
H -2.567 -5.441 6.234 0.08
H -4.828 -1.867 -2.894 0.15
H 5.484 2.154 1.189 0.10
C -3.570 0.070 1.513 -0.20
H 0.201 -5.799 -5.115 0.10
C 0.641 2.565 -4.785 -0.16
H 2.686 -4.172 -0.944 0.10
H 0.804 -5.155 -1.474 0.10
C 1.320 0.127 -4.547 -0.18
C 3.725 -4.482 -0.898 -0.28
H -0.012 -6.729 2.019 0.09
C -0.511 -5.938 2.599 -0.11
H -1.207 8.258 1.860 0.13
N 1.526 1.523 -4.189 -0.07
O 3.907 -5.700 -1.516 -0.17
H -0.268 -5.403 -2.809 0.12
H -4.498 -0.545 -0.821 0.12
C 2.155 -0.687 -3.534 -0.21
H -2.328 2.299 1.731 0.05
C 4.473 -3.314 -1.402 -0.19
H 5.398 2.458 -0.484 0.09
H 0.277 -1.051 2.949 0.06
H 1.638 -3.996 1.415 0.05
H 0.768 -0.684 0.035 0.09
C -2.404 4.374 -4.054 -0.09
H 2.968 3.401 5.207 0.09
O 1.270 -4.903 1.485 -0.10
H -1.391 -3.981 -1.154 0.11
H 2.159 4.108 0.241 0.12
H -0.530 10.700 -1.039 0.10
C 5.103 -1.890 0.540 -0.17
H -3.643 -3.017 -1.044 0.11
H 0.509 2.271 -5.818 0.12
H -2.132 1.955 3.922 0.11
C -1.107 -1.343 -2.266 -0.06
C 0.305 -4.628 -2.294 -0.21
O -1.144 -2.726 -2.659 -0.19
H 3.924 -4.637 0.155 0.12
H -0.844 -6.335 3.549 0.06
N 1.268 -3.982 -3.150 -0.06
C 1.129 3.917 -0.111 -0.24
H -3.512 5.431 2.166 0.08
H 1.703 0.638 5.912 0.11
H 0.083 6.257 1.773 0.12
H 0.704 -3.310 -3.650 0.07
H 1.839 2.941 1.899 0.03
H 1.714 0.002 -5.573 0.14
H 0.691 10.418 0.190 0.07
C 0.574 5.160 -0.910 -0.19
C 1.094 -0.788 1.052 -0.26
H 1.534 2.383 6.257 0.15
H 4.987 -2.518 1.402 0.11
H 0.299 -0.099 -4.504 0.08
H -0.973 -4.638 6.180 0.10
C -0.679 2.833 -4.040 -0.26
H 0.497 1.852 1.729 0.08
H -8.474 -1.932 -2.967 0.08
H -5.172 -3.284 -0.176 0.14
H 5.177 0.230 -2.798 0.08
O -6.720 -2.333 -1.983 -0.18
H 6.191 -2.096 0.272 0.14
C 4.200 0.567 -3.087 -0.09
H -0.613 3.252 5.987 0.12
H 1.816 -0.029 1.193 0.08
H 1.890 -0.437 -2.549 0.08
H -0.074 -3.915 2.768 0.11
H -2.007 4.002 2.877 0.10
O 5.339 0.448 0.022 -0.18
H -1.143 -2.757 4.740 0.07
H 1.326 1.614 -3.182 0.09
O -1.682 -2.316 5.434 -0.08
H 1.190 3.489 -4.751 0.11
C 1.921 -4.803 -4.176 -0.17
C -2.391 4.114 3.912 -0.23
C 0.500 -4.879 2.681 -0.35
H -5.285 -3.682 -2.628 0.14
H 4.057 -0.189 1.463 0.11
H 1.139 5.122 -1.865 0.12
H 1.137 -4.992 3.605 0.13
O 0.649 -4.078 -6.036 -0.20
H 3.769 -6.951 0.188 0.09
C -2.550 -3.301 5.941 -0.36
C -4.628 -2.551 -0.836 -0.27
C -3.184 2.312 1.070 -0.14
C -0.335 8.225 1.159 -0.22
H -0.122 1.008 4.181 0.11
C 1.325 1.540 5.496 -0.21
H 2.310 -5.689 -3.607 0.12
H -1.174 -4.553 -7.081 0.07
H -3.806 -2.081 1.509 0.14
H -1.146 6.415 0.559 0.10
H 2.493 -2.108 0.554 0.05
C -0.083 -0.698 2.022 -0.05
N 0.798 6.390 -0.178 -0.05
H -3.025 3.035 0.261 0.10
H -2.785 0.159 2.294 0.10
H 1.847 -5.796 -5.958 0.13
O -3.794 4.314 3.940 -0.17
C 3.315 -6.832 -0.801 -0.06
H -0.463 4.948 -1.188 0.10
O 2.027 1.844 4.266 -0.21
H -2.638 -1.518 0.327 0.09
O 0.253 3.726 0.938 -0.19
H 1.218 3.019 -0.776 0.12
H 4.058 2.170 4.765 0.08
H -0.927 10.888 0.667 0.09
H 3.704 0.817 -2.168 0.06
C 5.029 -0.463 1.016 -0.24
H -0.025 -3.074 -0.954 0.11
C -0.088 1.423 5.210 -0.20
H -1.905 -5.027 4.731 0.05
H 3.961 1.910 0.397 0.08
H 0.816 7.263 -0.771 0.13
H -0.095 -3.315 -7.752 0.08
O 1.674 -2.099 1.100 -0.11
H 2.771 -4.162 -4.478 0.12
H -1.407 2.004 -4.010 0.12
H -0.086 -0.959 -2.280 0.06
C -0.152 -4.242 -7.203 -0.10
H 5.682 -0.317 1.910 0.14
C -0.328 10.263 -0.025 -0.14
H 2.255 -6.701 -0.648 0.06
C -7.441 -2.086 -3.157 -0.12
H -6.985 -1.263 -3.676 0.08
H 3.507 -7.716 -1.390 0.08
H 3.365 3.124 3.425 0.09
O -0.751 8.943 0.009 -0.18
C -0.572 -3.599 -1.708 -0.23
H -4.234 6.315 3.542 0.10
H -1.815 4.904 4.344 0.11
H -0.605 3.051 -2.956 0.11
N -0.749 2.744 5.108 -0.08
H -0.588 0.858 5.998 0.13
H -1.427 -5.644 2.101 0.08
H 0.540 8.580 1.721 0.13
H 5.601 -3.351 -1.454 0.14
H -3.552 -3.257 5.487 0.11
H -1.624 -1.287 -1.310 0.06
C 3.134 2.653 4.416 -0.14
H -4.018 2.674 1.696 0.10
H 4.126 -3.054 -2.386 0.11
H 4.331 1.422 -3.737 0.08
H 0.422 3.169 2.934 0.08
C -4.180 5.309 3.032 -0.12
H -2.285 5.064 -3.162 0.10
```

Calculated values
Charge: 0
Frontier orbital gap (eV): 9.1872


2) Molecular formula: C42H108N6O15
Method: DFT, wB97M-V/def2-TZVPD

```
171
Properties=species:S:1:pos:R:3:lowdin_charge:R:1
C -0.846 -1.476 4.309 -0.21
H 0.993 5.535 -0.746 0.09
O 4.696 4.579 -2.212 -0.21
H -5.121 -0.783 5.681 0.12
H 2.835 -6.367 -2.341 0.12
H 0.096 -0.346 0.751 0.05
H 0.051 -3.321 -2.380 0.09
H -0.021 0.380 4.797 0.09
H -0.559 -1.432 3.252 0.11
H 5.035 4.157 -4.404 0.10
H -1.312 0.866 -3.801 0.12
H -9.229 -3.182 5.553 0.09
C 6.214 0.045 -5.670 -0.12
H -4.116 2.824 -0.918 0.08
H -3.699 1.755 2.619 0.08
H -1.788 3.560 -3.683 0.10
C 1.110 3.315 4.076 -0.07
H 1.957 2.832 -2.925 0.09
O 4.527 -8.210 -2.560 -0.18
H -3.568 1.863 -4.327 0.11
C -3.490 1.032 -3.615 -0.21
H -3.455 4.304 1.937 0.07
H 6.130 -9.217 -1.669 0.09
C 2.555 -2.926 -0.730 -0.23
H 0.520 3.540 -4.569 0.09
H 3.445 -2.540 9.017 0.09
H 5.506 1.732 -3.702 0.12
H -0.596 4.943 -0.109 0.09
H 2.562 1.414 -7.163 0.08
C 2.979 -2.894 8.086 -0.12
N 3.259 3.116 -4.444 -0.03
N -2.211 -0.994 -3.231 -0.04
H -3.069 -0.470 1.304 0.10
H -4.914 0.092 2.854 0.11
H 1.616 -1.851 1.379 0.07
H 2.628 -3.294 -2.833 0.12
H 2.775 -3.944 8.282 0.09
O -0.768 -2.842 4.713 -0.20
C 3.031 2.997 -3.003 -0.18
H 2.976 4.136 -1.198 0.12
C -0.891 -1.640 -3.294 -0.19
H 6.606 2.433 -4.919 0.12
C -8.546 -3.528 4.772 -0.11
O -1.210 -2.361 -1.066 -0.22
H -2.281 0.079 -5.040 0.12
H 1.759 -3.279 2.396 0.09
H 5.956 -0.646 -6.473 0.08
H -6.072 -3.192 5.649 0.12
H 1.088 2.258 4.353 0.06
H -1.475 0.254 1.252 0.05
C 0.251 2.810 -6.981 -0.22
C -4.221 -0.740 3.052 -0.22
C 5.571 2.113 -4.731 -0.22
O -3.348 1.468 -2.268 -0.21
C 4.967 5.917 -1.927 -0.14
C -4.249 2.483 -1.947 -0.12
H 7.187 0.432 -6.003 0.09
C 1.613 0.883 -7.058 -0.10
H 6.041 6.055 -1.792 0.09
H -1.504 2.700 -5.805 0.11
H 2.167 3.571 4.032 0.08
H -1.781 4.062 2.393 0.06
O -4.819 -1.467 0.856 -0.18
H 3.251 -2.457 1.984 0.09
H -0.137 -3.800 -0.024 0.08
C -2.217 0.270 -3.962 -0.21
H -4.385 0.415 -3.731 0.13
O 1.784 -2.188 7.882 -0.17
H -6.443 -0.446 4.471 0.12
H 1.049 4.496 5.921 0.11
N -4.914 -1.764 3.818 -0.04
H 0.276 0.093 8.377 0.11
H -3.845 -1.059 -0.936 0.07
C 4.912 -6.868 -2.324 -0.24
C 2.688 -3.859 -1.901 -0.23
O 2.374 -3.594 0.512 -0.21
H 3.760 -2.804 7.328 0.09
O -0.017 4.165 -1.930 -0.24
C -0.769 1.083 -0.631 -0.30
O -1.956 1.945 3.652 -0.12
H -1.976 5.087 -4.461 0.12
H 4.670 3.634 -5.945 0.12
H 4.055 -4.943 -0.812 0.11
C 2.255 -2.708 1.608 -0.10
C 0.314 4.682 -0.661 -0.11
C -1.776 -3.650 4.131 -0.09
H 1.800 -4.511 -1.938 0.10
O 0.714 1.660 -6.277 -0.22
H -0.681 -1.992 -4.303 0.12
H -2.755 -3.245 4.390 0.07
H 6.417 -8.749 -3.365 0.09
H -1.875 -1.123 4.401 0.10
H 2.591 -0.694 6.649 0.11
C -1.221 4.449 -3.992 -0.21
H -4.173 3.357 -2.609 0.08
H -8.042 -4.461 5.033 0.09
O 5.265 1.082 -5.645 -0.20
H -1.324 4.235 -6.723 0.12
H -3.725 2.990 3.933 0.12
O 0.463 1.529 -1.165 -0.08
N -0.267 -0.759 6.538 -0.03
H -1.281 0.334 -1.238 0.07
H -1.919 -3.989 0.029 0.09
H 1.723 -2.224 -0.855 0.11
C -0.540 0.541 0.763 -0.05
H 5.252 -10.016 -2.953 0.09
O -7.607 -2.542 4.394 -0.21
H 2.808 5.126 -2.738 0.12
C 3.792 -5.879 -2.605 -0.22
H -1.090 -2.758 0.958 0.06
H 2.704 -0.391 8.319 0.12
H -0.120 -0.975 -2.886 0.12
H 1.754 -0.068 -6.553 0.09
H -1.707 -3.565 -2.656 0.13
H 0.629 3.346 3.100 0.06
H -3.901 -2.761 -0.384 0.08
H 6.270 -0.438 -4.693 0.09
N -0.194 4.138 -4.971 -0.03
H 3.657 -5.726 -3.678 0.12
H -7.189 -2.028 6.326 0.12
C 0.124 -0.648 5.131 -0.20
O -0.771 3.484 5.599 -0.10
C -5.735 -1.183 4.874 -0.20
N 3.873 -4.691 -1.773 -0.06
C 3.294 4.287 -2.232 -0.19
H -3.131 -2.161 1.740 0.11
H 4.695 6.620 -2.723 0.09
H -0.031 5.952 -2.995 0.13
C -0.694 5.124 -2.734 -0.18
C 5.658 -9.052 -2.643 -0.12
H -2.355 -0.773 -2.252 0.05
C -4.465 -1.821 -0.454 -0.09
C -0.805 3.481 -6.129 -0.20
H 1.151 -0.959 4.905 0.12
H -0.092 1.282 1.428 0.07
H -1.247 4.045 6.218 0.10
H 1.190 0.700 -8.050 0.08
H -1.641 -3.788 3.056 0.07
H 5.125 -6.825 -1.248 0.12
H -9.156 -3.687 3.882 0.09
C 0.397 4.166 5.112 -0.28
H -2.527 3.075 1.090 0.05
C -6.644 -2.288 5.412 -0.23
H -1.507 2.613 4.215 0.03
H -0.115 2.512 -7.970 0.12
H 0.345 2.398 -1.583 0.03
H 3.553 2.150 -2.547 0.12
C -0.935 -2.844 -2.372 -0.20
H 0.807 3.962 -0.007 0.09
H -3.355 -0.314 3.567 0.09
H -0.244 -1.751 6.762 0.10
C -3.136 2.539 3.129 -0.28
H 4.510 6.268 -0.995 0.09
C 2.020 -0.843 7.584 -0.26
H 1.130 3.447 -7.144 0.13
H 3.492 -2.360 -0.655 0.13
H -5.559 -2.268 3.218 0.11
H -5.310 2.196 -1.994 0.09
H 5.804 -6.497 -2.837 0.12
H -1.663 -4.623 4.607 0.09
C -3.728 -1.242 1.731 -0.21
C -2.678 3.538 2.063 -0.07
H -0.012 5.030 4.569 0.11
H -5.336 -2.002 -1.080 0.09
C -1.095 -3.269 -0.007 -0.11
H -1.541 5.493 -2.147 0.12
C 0.723 -0.082 7.393 -0.20
H -1.510 1.891 -0.657 0.10
H 0.937 0.895 6.958 0.11
H 2.844 2.320 -4.914 0.09
C 4.621 3.284 -4.906 -0.20
```

Calculated values
Charge: 0
Frontier orbital gap (eV): 8.8839


The most stable of them is 2).


1) Molecular formula: C4H4
Method: DFT, wB97M-V/def2-TZVPD

```
8
Properties=species:S:1:pos:R:3:lowdin_charge:R:1
H 1.158 -0.877 1.347 0.04
C 1.229 -0.672 0.313 -0.02
C -1.921 0.890 -0.043 -0.11
H 2.228 -0.945 0.047 0.05
H 0.627 0.237 -1.431 0.10
H -0.685 0.008 -0.045 -0.06
C 0.334 0.013 -0.374 -0.06
C -2.971 1.346 0.186 0.06
```

Calculated values
Charge: 0
Frontier orbital gap (spin up / spin down) (eV): 8.8072 / 7.9553


2) Molecular formula: C4H4
Method: DFT, wB97M-V/def2-TZVPD

```
8
Properties=species:S:1:pos:R:3:lowdin_charge:R:1
H -1.349 0.107 0.749 -0.03
H 0.500 0.153 -2.288 0.05
H 0.226 -2.256 0.015 0.04
C 0.401 -0.491 -1.403 -0.04
C 0.531 -1.458 -0.672 -0.02
C -1.101 1.080 0.736 -0.02
C -0.190 1.878 0.521 -0.01
H 0.467 2.720 0.186 0.05
```

Calculated values
Charge: 0
Frontier orbital gap (eV): 11.1602


The most stable of them is 2).


1) Molecular formula: C2H6NO2
Method: DFT, wB97M-V/def2-TZVPD

```
11
Properties=species:S:1:pos:R:3:lowdin_charge:R:1
O 1.054 0.484 0.093 0.03
C -0.843 -0.754 -1.852 0.17
N -1.384 -0.223 -0.845 0.21
H -0.939 -0.084 0.063 0.12
H 1.029 0.825 3.076 0.14
H 2.534 0.392 1.437 0.15
H 0.186 -1.090 -1.838 0.13
H -2.278 0.227 -0.868 0.16
O 0.601 0.640 2.223 0.11
H -1.438 -0.947 -2.713 0.12
C 1.478 0.530 1.223 -0.33
```

Calculated values
Charge: +1
Frontier orbital gap (eV): 10.1093


2) Molecular formula: C2H6NO2
Method: DFT, wB97M-V/def2-TZVPD

```
11
Properties=species:S:1:pos:R:3:lowdin_charge:R:1
O 0.778 0.748 0.868 0.14
H 0.245 1.647 -1.209 0.18
C -0.575 -0.231 -0.813 -0.01
H -1.205 1.346 -2.054 0.18
H -0.124 -0.746 -1.663 0.16
N -0.688 1.221 -1.180 0.20
O 0.427 -1.477 0.927 0.18
H -1.193 1.714 -0.436 0.18
C 0.298 -0.266 0.432 -0.52
H 1.053 -1.423 1.673 0.17
H -1.584 -0.583 -0.619 0.15
```

Calculated values
Charge: +1
Frontier orbital gap (eV): 12.0199


The most stable of them is 2).


1) Molecular formula: C5H13NO3
Method: DFT, wB97M-V/def2-TZVPD

```
22
Properties=species:S:1:pos:R:3:lowdin_charge:R:1
H 1.552 -1.310 -1.909 0.08
O -0.915 -0.409 -1.631 0.06
H -1.067 0.691 -1.748 0.08
N 0.333 1.916 -0.901 -0.02
H 2.356 -2.393 -0.765 0.08
H 0.296 -0.033 1.471 0.05
O -1.848 -0.875 0.322 0.10
C -0.898 1.779 1.515 -0.16
C 0.210 0.924 0.954 -0.16
H -1.645 -1.123 1.232 0.12
H -1.870 1.476 1.117 0.07
H 1.198 1.364 1.049 0.07
H 0.453 -2.058 0.857 0.11
H -0.948 1.706 2.606 0.07
H -0.085 -2.771 -0.660 0.13
C 0.336 -1.863 -0.211 -0.17
O -0.763 1.972 -1.550 -0.16
H 0.942 1.206 -1.357 0.07
C -0.714 -0.794 -0.420 -0.47
C 1.681 -1.541 -0.852 -0.08
H 2.152 -0.688 -0.362 0.07
H -0.756 2.824 1.243 0.07
```

Calculated values
Charge: 0
Frontier orbital gap (spin up / spin down) (eV): 8.2097 / 8.2110


2) Molecular formula: C5H13NO3
Method: DFT, wB97M-V/def2-TZVPD

```
22
Properties=species:S:1:pos:R:3:lowdin_charge:R:1
H -2.125 0.380 -1.217 0.08
H -1.304 -1.204 2.203 0.08
C 0.612 -0.924 1.299 0.10
C -1.377 1.107 -1.529 0.01
H -0.799 2.508 1.757 0.09
H -1.168 0.983 -2.593 0.09
H 1.605 -1.926 -1.430 0.09
H -1.754 2.117 -1.368 0.09
C 1.316 -0.895 -1.648 -0.08
O 0.244 -0.559 -0.775 -0.20
H 0.660 2.308 0.991 0.08
H 2.163 -0.220 -1.510 0.09
H -0.934 -2.319 0.863 0.09
O -0.575 0.823 0.805 -0.24
N -0.038 1.853 1.594 0.03
C -0.521 -1.777 1.714 -0.08
H -0.130 -2.525 2.418 0.10
H 1.433 -1.428 0.809 0.09
C -0.081 0.943 -0.755 -0.66
O 0.871 1.715 -0.891 -0.02
H 0.979 -0.844 -2.687 0.10
H 0.922 -0.118 1.951 0.09
```

Calculated values
Charge: 0
Frontier orbital gap (eV): 8.6811


The most stable of them is 2).


1) Molecular formula: C4H13N
Method: DFT, wB97M-V/def2-TZVPD

```
18
Properties=species:S:1:pos:R:3:lowdin_charge:R:1
C 3.200 2.048 3.923 -0.22
H -1.574 0.044 -2.517 0.06
H 2.457 1.481 4.492 0.07
H -3.229 -3.129 -3.166 0.06
C -1.136 -0.618 -1.780 -0.11
H -1.775 -2.740 -1.169 0.09
H 1.701 3.197 3.124 0.05
H 4.008 2.269 4.623 0.06
H -0.871 -2.466 -2.657 0.09
N 2.648 3.307 3.467 -0.08
H -0.055 -0.712 -1.831 0.06
H -1.321 -0.250 -0.775 0.06
H 3.128 3.685 2.656 0.05
H -3.665 -1.454 -2.682 0.05
C -1.666 -2.067 -2.015 -0.30
H -2.504 -1.757 -3.937 0.07
C -2.879 -2.115 -2.977 -0.13
H 3.535 1.278 3.219 0.06
```

Calculated values
Charge: 0
Frontier orbital gap (eV): 10.4440


2) Molecular formula: C4H13N
Method: DFT, wB97M-V/def2-TZVPD

```
18
Properties=species:S:1:pos:R:3:lowdin_charge:R:1
H -4.056 -3.571 -0.703 0.06
H -2.936 -3.665 -1.849 0.06
C 3.103 3.922 0.263 -0.17
N -3.052 -3.674 -0.842 -0.03
H -1.354 -2.573 -0.445 0.10
H 3.732 4.815 0.267 0.05
C 3.783 2.846 -0.618 -0.15
C -2.668 -2.429 1.224 -0.12
H -3.724 -2.568 1.440 0.07
C -2.429 -2.492 -0.263 -0.38
H 3.471 2.946 -1.621 0.04
H 3.042 3.611 1.299 0.05
H 2.135 4.296 -0.071 0.06
H -2.802 -1.570 -0.713 0.10
H -2.270 -1.501 1.626 0.07
H 3.382 1.885 -0.308 0.06
H -2.203 -3.251 1.772 0.07
H 4.845 2.975 -0.458 0.06
```

Calculated values
Charge: 0
Frontier orbital gap (eV): 10.5473


The most stable of them is 2).